Density functional theory data (ωB97M-V/def2-TZVPD) for C4H8O3 in the gas phase at a distorted geometry.

Last column: natural (NBO) charge in e.
Cartesian coordinates (Å):
O -0.5011 1.1553 -0.4595  -0.546
C -1.7228 0.3851 -0.5196  -0.069
C -1.0248 -0.8253 0.0963  -0.477
C 0.2671 -0.0279 -0.1113  0.487
O 0.9388 -0.2624 -1.3192  -0.736
C 1.2624 0.0395 1.0544  -0.098
O 2.4874 0.6110 0.6876  -0.710
H 0.4399 0.4421 -1.7666  0.496
H -2.1276 0.2268 -1.5333  0.177
H -2.4663 0.8879 0.0922  0.186
H -1.0828 -1.7755 -0.4336  0.227
H -1.2689 -0.9536 1.1522  0.217
H 0.8030 0.6405 1.8468  0.191
H 1.4103 -0.9768 1.4743  0.169
H 2.5854 0.4333 -0.2605  0.485

Results
Highest occupied orbital energy in eV: -10.255
F_max in eV/Å: 1.359
E_LUMO in eV: 0.861
Relative energy (zero: lowest compared OMol25 entry of this formula, charge and spin) in kJ/mol: 221.7
SMILES: OC[C@@]1(O)CCO1
Total energy in Ha: -382.8804

---

Density functional theory data (ωB97M-V/def2-TZVPD) for C4H8O3 in the gas phase.

Last column: natural (NBO) charge in e.
Cartesian coordinates (Å):
C 1.3975 0.9616 -0.8642  -0.680
C 0.7128 0.3696 0.3115  0.203
O -1.1893 1.0360 -0.0669  -0.746
C 0.2523 -0.9597 0.3432  -0.091
O 0.0314 -1.5052 1.5877  -0.716
C -1.3465 -0.4589 -0.2469  0.486
O -2.2057 -0.9919 0.4778  -0.713
H 1.1955 2.0301 -0.9573  0.246
H 2.4755 0.8239 -0.7101  0.251
H 1.1194 0.4508 -1.7905  0.231
H 0.7565 0.9074 1.2547  0.223
H -1.6638 1.1924 0.7675  0.490
H 0.6611 -1.6369 -0.4136  0.192
H -0.9480 -1.6308 1.6180  0.498
H -1.3193 -0.6118 -1.3389  0.125

Results
Highest occupied orbital energy in eV: -9.018
F_max in eV/Å: 0.494
E_LUMO in eV: -0.152
Relative energy (zero: lowest compared OMol25 entry of this formula, charge and spin) in kJ/mol: 363.7
Total energy in Ha: -382.8263

---

Density functional theory data (ωB97M-V/def2-TZVPD) for C4H8O3S in the gas phase at a distorted geometry.

Last column: natural (NBO) charge in e.
Cartesian coordinates (Å):
C 1.0766 -1.4624 1.3732  -0.107
C -0.4253 -1.6871 1.3201  -0.093
C -1.2799 0.1966 0.1015  -0.175
C -0.2296 1.0212 -0.6515  0.218
H 1.5200 -2.8360 0.0435  0.475
H 1.5286 -1.9742 2.2382  0.180
H 1.2997 -0.4124 1.4505  0.190
H -0.9230 -1.2600 2.2147  0.182
H -0.6371 -2.7539 1.3017  0.188
H -2.2472 0.3248 -0.4244  0.229
H -1.3707 0.5974 1.0865  0.205
H 0.7357 -0.5712 -0.9087  0.512
O 1.6917 -1.8727 0.1699  -0.719
O -1.0035 -1.1872 0.1228  -0.539
O 0.7703 0.3510 -1.1696  -0.638
S -0.4015 2.6341 -0.8029  -0.108

Results
Highest occupied orbital energy in eV: -8.538
F_max in eV/Å: 1.402
E_LUMO in eV: 0.502
Relative energy (zero: lowest compared OMol25 entry of this formula, charge and spin) in kJ/mol: 119.3
SMILES: OCCOCC(O)=S
Total energy in Ha: -781.0878

---

Density functional theory data (ωB97M-V/def2-TZVPD) for C4H8O3S in the gas phase at a distorted geometry.

Last column: natural (NBO) charge in e.
Cartesian coordinates (Å):
C -0.2708 -1.4348 0.7775  -0.516
C 0.8674 -0.7328 0.0192  -0.577
C -1.5001 -1.1480 -0.0568  0.487
C 0.2609 1.6844 -0.6904  -0.359
O 0.5757 0.7283 2.1742  -0.943
O -2.4498 -0.5208 0.2890  -0.537
O -0.9310 1.0466 -1.1089  -0.742
S 1.1369 1.0063 0.5278  0.949
H -0.0519 -2.5591 0.7302  0.215
H -0.4350 -1.0835 1.7534  0.255
H 1.6860 -1.2718 0.4530  0.247
H 0.5239 -0.7466 -1.0061  0.253
H -1.2877 -1.6584 -0.9900  0.087
H 0.5746 2.6533 -1.0724  0.201
H 0.8278 1.6152 2.5993  0.480
H -1.7728 1.5850 -0.7395  0.500

Results
Highest occupied orbital energy in eV: -8.206
F_max in eV/Å: 3.653
E_LUMO in eV: 0.491
Relative energy (zero: lowest compared OMol25 entry of this formula, charge and spin) in kJ/mol: 434.7
Total energy in Ha: -780.9677

---

Density functional theory data (ωB97M-V/def2-TZVPD) for a molecular structure, C4H8O3Sc at a distorted geometry.

Last column: natural (NBO) charge in e.
Cartesian coordinates (Å):
H -1.4298 -2.3100 1.1076  0.246
C -0.0448 -1.9758 -0.5212  -0.083
H -0.7957 -1.8232 -1.3029  0.253
H 0.8633 -2.3999 -0.9578  0.241
C -0.5597 -2.7879 0.6406  -0.655
H 0.2224 -2.9225 1.3983  0.245
H -0.8587 -3.7727 0.2579  0.309
O 0.3994 -0.6565 -0.0652  -0.533
C -0.3233 0.4295 -0.2074  1.057
O 0.3149 1.4931 -0.2018  -0.711
Sc 2.3180 1.1346 0.0749  2.495
O -1.5882 0.2928 -0.3170  -0.339
C -2.4493 1.3856 0.0677  -0.288
H -2.1896 1.7047 1.0817  0.231
H -2.3254 2.2083 -0.6434  0.246
H -3.4604 0.9768 0.0282  0.286

Results
Total charge: +3
Highest occupied orbital energy in eV: -23.245
F_max in eV/Å: 5.993
E_LUMO in eV: -18.606
Relative energy (zero: lowest compared OMol25 entry of this formula, charge and spin) in kJ/mol: 0.0
Total energy in Ha: -1142.3090

---

Density functional theory data (ωB97M-V/def2-TZVPD) for a molecular structure, C4H8O3Sn at a distorted geometry.

Last column: natural (NBO) charge in e.
Cartesian coordinates (Å):
C -1.4685 -1.3644 1.8882  -0.646
C -1.2997 -0.4932 0.6678  -0.099
O -0.1343 0.3187 0.9027  -0.201
H -2.2452 -2.1189 1.7105  0.274
H -0.5282 -1.8668 2.1485  0.241
H -1.7762 -0.7390 2.7359  0.245
H -2.1554 0.1817 0.5224  0.199
H -1.1402 -1.0827 -0.2455  0.190
Sn 0.1810 2.8510 -0.4817  1.766
O 0.2520 0.9271 -0.2684  -0.513
O 1.0257 2.0715 -2.0664  -0.692
C 1.8545 1.1383 -1.9794  0.504
C 1.5210 0.1111 -1.0060  -0.165
H 1.1613 -0.8155 -1.4722  0.320
H 2.4837 0.8949 -2.8455  0.268
H 2.2682 -0.0139 -0.2109  0.309

Results
Total charge: +2
Highest occupied orbital energy in eV: -19.082
F_max in eV/Å: 6.001
E_LUMO in eV: -10.757
Relative energy (zero: lowest compared OMol25 entry of this formula, charge and spin) in kJ/mol: 386.2
Total energy in Ha: -596.3655

---

Density functional theory data (ωB97M-V/def2-TZVPD) for a molecular structure, C4H8O4 at a distorted geometry.

Last column: natural (NBO) charge in e.
Cartesian coordinates (Å):
C -0.6908 -0.1144 0.8179  0.007
C 0.2604 0.8544 0.1482  0.070
C 1.1702 -0.2072 -0.4224  0.046
C -0.0627 -1.1385 -0.0427  0.039
H -2.1186 0.9929 0.1949  0.497
H -0.5193 0.0330 2.0045  0.188
H 0.8437 1.5291 0.9398  0.164
H -0.2554 1.3552 -1.6737  0.482
H 1.4011 -0.0169 -1.4542  0.177
H 2.1514 -0.3772 1.0657  0.458
H 0.5929 -2.0405 0.3107  0.170
H -1.8464 -1.2671 -0.6489  0.498
O -2.0581 0.0834 0.5118  -0.723
O -0.2199 1.8119 -0.7861  -0.714
O 2.3296 -0.2664 0.1698  -0.656
O -0.9781 -1.2317 -1.1351  -0.703

Results
Highest occupied orbital energy in eV: -9.273
F_max in eV/Å: 5.575
E_LUMO in eV: 0.658
Relative energy (zero: lowest compared OMol25 entry of this formula, charge and spin) in kJ/mol: 479.3
Total energy in Ha: -458.0506

---

Density functional theory data (ωB97M-V/def2-TZVPD) for a molecular structure, C4H8O4 at a distorted geometry.

Last column: natural (NBO) charge in e.
Cartesian coordinates (Å):
C -0.6498 0.8111 0.4602  0.006
C 2.3206 -0.7227 -0.1049  -0.281
C -1.3797 1.4949 -0.6825  -0.630
C -0.6516 -0.8423 0.2153  0.827
O 0.6675 1.1046 0.4997  -0.258
O 1.3281 -0.3741 0.8294  -0.285
O -1.3663 -1.4042 1.2101  -0.698
O -0.5030 -1.3552 -0.8610  -0.634
H -1.7607 -2.2280 0.8821  0.493
H -1.1251 0.9601 1.4388  0.176
H 2.9753 0.1321 -0.2960  0.202
H 1.8732 -1.0474 -1.0484  0.199
H 2.9178 -1.5247 0.3344  0.209
H -0.8686 1.3024 -1.6235  0.230
H -1.3767 2.5714 -0.5152  0.219
H -2.4011 1.1220 -0.7385  0.225

Results
Highest occupied orbital energy in eV: -9.964
F_max in eV/Å: 4.042
E_LUMO in eV: -0.301
Relative energy (zero: lowest compared OMol25 entry of this formula, charge and spin) in kJ/mol: 522.1
Total energy in Ha: -458.0343

---

Density functional theory data (ωB97M-V/def2-TZVPD) for a molecular structure, C4H8O4P2 at a distorted geometry.

Last column: natural (NBO) charge in e.
Cartesian coordinates (Å):
C 1.7768 1.1419 -0.4113  -0.658
C 1.2084 -0.9383 1.0731  -0.636
C 1.2405 -0.3226 -0.3359  -0.185
C -0.7650 0.0737 -0.6215  -0.912
O -3.2439 -1.3653 -1.3613  -1.198
O -2.8721 0.2239 0.4668  -1.108
O -2.0136 2.5134 0.0194  -1.225
O -1.7316 -2.3532 0.4583  -1.201
P -1.5362 1.2730 0.7183  1.250
P -2.1827 -1.1152 -0.3218  2.304
H 1.4061 1.3734 -1.4189  0.219
H 1.4357 1.9505 0.3079  0.222
H 2.8368 1.2271 -0.2296  0.166
H 0.6120 -0.2715 1.6469  0.223
H 0.9277 -1.9621 1.2617  0.230
H 2.2575 -0.8849 1.4881  0.133
H 1.4664 -1.0393 -1.1657  0.191
H -0.8228 0.4757 -1.5745  0.185

Results
Total charge: -2
Highest occupied orbital energy in eV: 0.523
F_max in eV/Å: 4.710
E_LUMO in eV: 6.200
Relative energy (zero: lowest compared OMol25 entry of this formula, charge and spin) in kJ/mol: 175.3
Total energy in Ha: -1140.9181

---

Density functional theory data (ωB97M-V/def2-TZVPD) for 2 unconnected molecules or ions with the total composition C4H8O4S at a distorted geometry.

Last column: natural (NBO) charge in e.
Cartesian coordinates (Å):
C 0.3180 1.8956 0.7547  -0.136
C -0.3660 0.6498 0.3594  -0.204
C 2.0503 -0.1363 -1.3604  -0.817
C -2.3861 -0.6058 0.5353  0.208
O -0.0813 -1.6121 -0.8577  -1.025
O 1.2254 -1.2864 1.1077  -0.957
O -0.2438 1.7935 -0.5173  -0.517
O -2.1216 -1.8042 0.9596  -0.639
S 0.7298 -0.6952 -0.1317  2.060
H -0.1940 2.5466 1.4352  0.189
H 1.3906 1.8383 0.8275  0.175
H 1.6542 -0.7402 -2.1117  0.259
H 1.7141 0.8921 -1.4563  0.241
H 2.9720 -0.1495 -0.8519  0.248
H -2.6185 -0.3625 -0.4182  0.174
H -2.4775 0.1437 1.3106  0.203
H -1.5657 -2.3672 0.4151  0.536

Results
Highest occupied orbital energy in eV: -8.686
F_max in eV/Å: 4.757
E_LUMO in eV: -0.001
Relative energy (zero: lowest compared OMol25 entry of this formula, charge and spin) in kJ/mol: 481.2
Total energy in Ha: -856.1519

---

Density functional theory data (ωB97M-V/def2-TZVPD) for C4H8OS in the gas phase at a distorted geometry.

Last column: natural (NBO) charge in e.
Cartesian coordinates (Å):
C 2.1491 -0.0834 0.4579  -0.607
C 1.2010 -0.6411 -0.5784  -0.523
C -0.0073 0.1817 -0.2656  0.459
C -2.6860 0.3357 0.0763  -0.729
H 1.5947 0.0421 1.4582  0.213
H 2.5419 0.8868 0.2048  0.225
H 3.0381 -0.6821 0.6077  0.215
H 1.4261 -0.3300 -1.6351  0.243
H 1.0652 -1.7547 -0.4712  0.237
H -2.7546 0.7769 1.0624  0.222
H -2.3965 1.0178 -0.7052  0.244
H -3.5841 -0.1894 -0.0117  0.221
O -0.1878 1.3788 -0.2266  -0.572
S -1.3998 -0.9392 0.0264  0.154

Results
Highest occupied orbital energy in eV: -9.324
F_max in eV/Å: 2.923
E_LUMO in eV: 0.829
Relative energy (zero: lowest compared OMol25 entry of this formula, charge and spin) in kJ/mol: 41.4
SMILES: CCC(=O)SC
Total energy in Ha: -630.6191

---

Density functional theory data (ωB97M-V/def2-TZVPD) for C4H8OS in the gas phase at a distorted geometry.

Last column: natural (NBO) charge in e.
Cartesian coordinates (Å):
C 2.3371 -1.7766 0.3878  -0.724
C 0.9366 -1.2840 -0.3081  0.609
C 0.4694 0.1688 0.0352  -0.531
C -1.0406 0.4775 -0.3209  -0.523
H 2.1500 -1.8436 1.5726  0.221
H 2.6751 -2.8120 0.1397  0.237
H 3.0961 -1.0172 0.1496  0.219
H 0.6797 0.4261 1.1733  0.235
H 1.0909 0.9228 -0.4265  0.237
H -1.3423 0.2933 -1.3403  0.244
H -1.6105 -0.2520 0.4199  0.225
H -1.7512 1.7157 1.7224  0.141
O 0.3468 -2.1111 -0.9489  -0.534
S -1.4985 2.1214 0.3386  -0.056

Results
Highest occupied orbital energy in eV: -9.102
F_max in eV/Å: 4.510
E_LUMO in eV: 0.613
Relative energy (zero: lowest compared OMol25 entry of this formula, charge and spin) in kJ/mol: 126.4
SMILES: CC(=O)CCS
Total energy in Ha: -630.5868